No. 1
Density functional theory data (wB97M-V/def2-TZVPD) for a molecular structure, C22H29CrF5N4O5Si.

Structure (XYZ):
```
67
Properties=species:S:1:pos:R:3:forces:R:3:nbo_charge:R:1
Cr -0.82379 0.67230 0.05236 -0.06 0.18 -0.04 1.22
O 5.09355 1.99719 -0.34179 -0.10 -0.02 0.04 -0.66
C 3.76914 1.68928 -0.29223 0.06 0.01 0.03 0.35
C 2.98125 1.65220 -1.44475 -0.10 -0.04 0.11 -0.28
C 1.65110 1.30889 -1.29487 0.12 0.07 -0.05 0.13
N 1.16596 1.02324 -0.09933 -0.19 -0.04 0.01 -0.52
C 1.86955 1.13210 1.01748 0.18 0.01 -0.03 0.13
C 3.21311 1.45253 0.96855 -0.12 -0.02 -0.12 -0.29
C 0.98500 1.03310 2.26769 0.10 0.10 0.04 0.75
O 1.49668 1.19046 3.36265 0.01 -0.07 -0.03 -0.63
O -0.25583 0.85684 1.98577 0.01 -0.07 -0.05 -0.77
C 0.57789 1.28172 -2.38867 0.08 0.01 -0.05 0.75
O 0.90438 1.53950 -3.53570 0.00 -0.01 0.07 -0.64
O -0.59028 0.99651 -1.93683 -0.04 -0.10 0.03 -0.77
H 5.35943 2.11683 -1.25969 -0.02 0.00 -0.02 0.48
H 3.36729 1.88367 -2.42936 0.01 0.01 -0.02 0.24
H 3.79221 1.54205 1.87499 0.04 0.00 0.03 0.26
F -3.25907 1.87807 1.01418 -0.01 0.00 0.01 -0.38
C -2.95967 0.71097 0.29450 -0.01 0.10 -0.05 0.22
F -3.51869 -0.29939 1.05690 -0.02 0.04 -0.10 -0.36
C -3.87925 0.82371 -0.93175 -0.02 -0.14 -0.03 0.90
F -5.18883 0.86935 -0.60491 0.04 0.01 -0.02 -0.33
F -3.61774 1.94503 -1.63005 -0.01 0.00 0.00 -0.33
F -3.72267 -0.20688 -1.77443 -0.03 0.05 0.10 -0.32
N 1.63123 6.03642 0.63225 0.05 0.08 0.04 -0.80
C 0.47351 5.39173 0.25487 -0.02 -0.06 -0.01 0.35
C 0.37682 3.99277 0.33404 0.02 0.06 0.03 -0.03
N -0.72871 3.34949 0.02314 -0.12 -0.06 0.02 -0.41
C -1.77048 4.09815 -0.36689 0.04 -0.06 0.00 -0.04
C -1.66295 5.47027 -0.44726 -0.05 -0.04 -0.02 0.02
N -0.54694 6.13353 -0.14549 0.05 0.00 0.01 -0.44
H 2.47968 5.49710 0.62513 0.01 0.00 -0.02 0.38
H 1.71426 6.97990 0.29102 0.01 -0.02 0.00 0.39
H 1.23217 3.41851 0.66482 0.02 -0.02 0.02 0.19
H -2.68413 3.58658 -0.61307 -0.01 0.02 0.00 0.23
H -2.50937 6.06171 -0.77342 -0.01 0.02 0.00 0.19
C -2.38646 -2.68864 -0.63374 0.03 0.01 -0.04 -1.18
Si -0.76160 -1.93521 -0.00700 0.06 -0.02 0.01 1.34
C -0.57208 -2.69937 1.77265 -0.09 0.00 0.05 -0.52
C -0.92235 -4.19300 1.82272 0.00 -0.03 -0.01 -0.61
C -1.57971 -1.98921 2.69030 0.01 -0.06 0.05 -0.61
C 0.82283 -2.54401 2.37813 0.01 0.01 -0.01 -0.59
C 0.53961 -2.66863 -1.26573 0.06 0.03 0.00 -0.51
C 0.10215 -2.25947 -2.67958 -0.04 -0.02 -0.01 -0.61
C 1.96771 -2.16877 -1.03304 0.03 -0.02 0.00 -0.60
C 0.60459 -4.20054 -1.26516 -0.02 -0.02 0.02 -0.60
H -2.28801 -3.77349 -0.70953 0.00 -0.05 -0.01 0.21
H -2.65114 -2.31060 -1.61739 -0.01 0.04 -0.05 0.24
H -3.21688 -2.46780 0.03291 -0.04 0.01 0.06 0.24
H -1.89603 -4.41002 1.38381 -0.04 0.02 -0.01 0.21
H -0.96205 -4.51042 2.87180 0.00 -0.01 0.04 0.19
H -0.18066 -4.81905 1.32997 0.03 -0.02 -0.08 0.20
H -2.60621 -2.14556 2.35889 -0.02 -0.01 -0.03 0.21
H -1.40418 -0.91880 2.75329 0.01 0.04 0.00 0.24
H -1.49475 -2.40488 3.70177 0.02 -0.02 0.05 0.18
H 1.57545 -3.10546 1.82429 0.05 -0.05 -0.07 0.19
H 0.82128 -2.92956 3.40431 0.00 -0.02 0.04 0.19
H 1.14718 -1.50801 2.43685 0.01 0.14 -0.04 0.21
H -0.00060 -1.18560 -2.81183 0.02 0.09 0.03 0.23
H -0.85880 -2.70467 -2.93913 -0.04 -0.04 -0.01 0.21
H 0.83671 -2.62501 -3.40647 0.04 0.01 -0.04 0.19
H 2.03042 -1.08820 -0.94995 -0.01 0.05 -0.03 0.20
H 2.60933 -2.46966 -1.86987 0.03 -0.03 -0.04 0.19
H 2.40020 -2.59013 -0.12629 0.01 -0.02 0.10 0.20
H -0.37244 -4.65872 -1.42100 -0.05 -0.02 0.02 0.20
H 1.02914 -4.60532 -0.34723 0.01 0.03 0.08 0.20
H 1.25154 -4.52765 -2.08855 0.02 -0.03 -0.03 0.19
```
Forces are in eV/Å.

Properties
E in Eh: -3284.4757
M in g mol⁻¹: 604.6
Net charge: -1
2S+1: 4
HOMO (spin up / spin down) in hartree: -0.207 / -0.176
Orbital gap (spin up / spin down) in Ha: 0.282 / 0.251
Energy above the lowest of the compared OMol25 structures with the same formula, charge and spin in kJ/mol: 43.0



No. 2
Density functional theory data (wB97M-V/def2-TZVPD) for 8 unconnected molecules or ions with the total composition C30H78N2O10.

Structure (XYZ):
```
120
Properties=species:S:1:pos:R:3:forces:R:3:lowdin_charge:R:1
C 25.23719 3.86816 -24.21488 -0.41 -0.24 0.70 -0.11
O 25.12128 3.41541 -22.85646 0.06 0.00 -0.32 -0.22
C 26.43314 3.25294 -22.27642 -1.91 0.79 -0.14 -0.20
C 26.35656 2.57581 -20.88939 -0.31 0.97 -1.01 -0.22
N 27.61800 2.86251 -20.30821 1.58 -0.73 0.02 -0.08
C 27.74497 2.35892 -18.96364 1.39 -0.95 0.06 -0.19
C 29.19728 2.45158 -18.40585 -0.39 -1.75 -0.36 -0.17
O 29.39801 1.64860 -17.25724 -0.23 -0.84 -0.03 -0.23
C 28.71707 2.04896 -16.10626 0.14 1.40 0.04 -0.12
H 25.93574 4.70140 -24.27953 0.36 -0.04 -0.09 0.08
H 24.27988 4.26694 -24.58592 0.15 -0.47 0.40 0.09
H 25.55168 3.01068 -24.81867 0.12 0.29 -0.29 0.08
H 26.78042 4.29424 -22.16453 0.52 -0.35 0.13 0.12
H 27.05103 2.73270 -23.01884 0.28 -0.15 0.53 0.11
H 26.18720 1.52634 -20.99026 0.08 -0.71 -0.07 0.06
H 25.57998 2.94946 -20.21010 -0.62 0.28 -0.58 0.13
H 27.70499 3.86547 -20.30828 0.33 0.26 0.18 0.11
H 27.45821 1.30603 -18.84631 0.09 -0.07 -0.69 0.11
H 27.01965 2.85990 -18.37772 -0.58 0.84 1.38 0.10
H 29.43184 3.44165 -18.17764 0.45 2.02 0.44 0.09
H 29.99710 2.07366 -19.07477 -0.94 0.25 -0.24 0.14
H 29.09409 3.02079 -15.81458 -0.16 0.73 -0.07 0.07
H 28.95821 1.45620 -15.25198 0.07 -1.06 0.15 0.06
H 27.63833 2.11782 -16.20342 -0.23 -0.15 -0.15 0.09
C 29.30243 -4.14231 -21.46300 0.74 -1.10 -0.45 -0.08
O 29.01499 -4.33343 -20.09178 2.17 0.44 -1.21 -0.24
C 27.67495 -4.51113 -19.89764 -0.51 2.35 1.18 -0.23
C 27.56910 -4.55814 -18.38259 -1.72 1.47 0.40 -0.17
N 26.20176 -4.45431 -17.85873 0.39 -1.07 0.41 -0.05
C 25.55378 -5.75454 -17.78700 -0.10 0.51 -0.07 -0.20
C 24.18641 -5.69053 -17.07789 1.40 0.10 0.46 -0.23
O 23.84451 -6.95605 -16.59487 -0.65 -1.13 0.10 -0.19
C 23.31871 -7.82192 -17.62008 0.77 -0.63 2.25 -0.08
H 30.38128 -3.92150 -21.55628 -0.55 -0.04 -0.02 0.11
H 28.70070 -3.36078 -21.94620 0.02 -0.07 0.34 0.07
H 29.09334 -5.11881 -21.95004 0.16 0.55 -0.24 0.10
H 27.34846 -5.38886 -20.38149 -0.72 -1.33 -0.55 0.11
H 27.18071 -3.62164 -20.37421 -0.27 -0.74 0.58 0.12
H 28.11510 -3.76423 -17.86200 0.29 0.36 -0.84 0.09
H 28.08486 -5.43016 -18.03845 -0.13 -0.93 0.32 0.12
H 25.60984 -3.73577 -18.24323 0.22 -0.22 -0.47 0.04
H 26.24000 -6.32259 -17.17068 -0.22 -0.54 0.40 0.12
H 25.53735 -6.28917 -18.75568 -0.36 0.20 0.04 0.11
H 23.38136 -5.28597 -17.64104 -0.61 0.41 -1.09 0.10
H 24.29376 -4.99402 -16.23065 0.11 -0.45 0.01 0.13
H 24.03860 -7.92791 -18.39128 0.53 -0.09 -1.05 0.06
H 22.38973 -7.45461 -17.96719 -1.05 0.46 -0.61 0.07
H 23.16419 -8.83222 -17.16984 0.09 0.86 -0.19 0.10
C 30.92818 3.39199 -13.85459 0.57 -0.39 1.21 -0.06
C 32.26221 3.40058 -14.57568 0.90 -0.13 -0.14 -0.49
C 32.15594 3.10407 -16.09643 -1.20 -0.53 -0.06 -0.03
O 32.79256 4.69442 -14.45909 0.58 1.87 -0.44 -0.07
H 30.22525 3.96066 -14.40402 -0.48 1.22 -0.41 0.06
H 30.98652 3.74984 -12.78943 0.10 -0.18 -1.03 0.11
H 30.45519 2.44011 -13.83947 -0.11 -1.07 0.22 0.03
H 33.09090 2.78073 -14.13472 -1.29 -0.29 -0.27 0.13
H 31.74048 3.94223 -16.69513 -0.22 -0.24 0.81 0.09
H 31.53773 2.18143 -16.32662 0.69 1.09 0.40 0.07
H 33.11223 2.97184 -16.56014 0.82 -0.29 0.10 0.06
H 32.90337 4.99443 -13.54538 -0.20 -0.50 -0.26 0.09
C 31.66486 -1.03545 -17.50561 0.06 -2.38 -0.42 -0.03
C 30.56571 -1.96336 -18.13943 0.20 1.79 -2.57 -0.43
C 29.42949 -1.17793 -18.89815 0.31 1.62 2.02 -0.03
O 31.14043 -2.83555 -19.12173 0.41 -0.12 0.26 -0.07
H 32.40431 -1.74664 -16.97089 -0.89 1.34 -1.00 0.10
H 31.21789 -0.38562 -16.76916 -0.17 0.23 0.08 0.03
H 32.13469 -0.45559 -18.30009 0.23 -0.02 0.17 0.08
H 30.18211 -2.52444 -17.35139 -1.06 -1.19 1.45 0.08
H 28.68618 -1.79127 -19.41106 0.39 -0.23 -0.04 0.05
H 29.88901 -0.42022 -19.57349 -0.23 -0.76 0.11 0.09
H 28.86102 -0.54414 -18.14973 0.56 -0.72 -0.75 0.06
H 30.42379 -3.38361 -19.51166 0.37 0.49 0.75 0.04
C 31.65567 -2.23057 -14.10804 -1.07 -1.92 0.66 -0.04
C 31.59809 -0.98557 -13.29071 1.27 1.12 -0.25 -0.50
C 31.93942 0.20568 -14.11245 -1.20 1.37 -0.26 -0.06
O 30.34293 -0.74414 -12.75359 -1.81 -1.10 -0.05 -0.03
H 32.68082 -2.44070 -14.37752 0.31 0.00 -0.12 0.08
H 31.05267 -2.21697 -15.05631 0.39 0.15 1.08 0.07
H 31.31524 -3.07877 -13.43280 0.25 0.72 -1.08 0.11
H 32.30158 -0.96975 -12.45249 0.27 -0.75 -0.09 0.15
H 32.17114 1.06314 -13.47814 -0.13 -0.12 -0.09 0.07
H 31.08747 0.48386 -14.78479 0.55 -0.27 0.61 0.08
H 32.75383 0.03321 -14.74135 1.56 -0.26 -1.02 0.07
H 30.40794 -0.22699 -11.97266 0.10 0.65 0.99 0.10
C 23.89035 -1.87615 -17.29762 0.69 1.79 0.59 -0.05
C 23.97804 -1.77553 -18.79561 0.76 -1.82 -0.94 -0.41
C 25.35556 -1.51468 -19.42696 -0.31 1.91 0.08 -0.04
O 23.73328 -3.14316 -19.18993 -0.95 -0.46 1.14 -0.08
H 24.60277 -2.58889 -16.88860 0.08 -0.09 -0.19 0.06
H 22.91086 -2.14007 -16.92764 -0.39 -0.06 -0.21 0.08
H 24.16422 -0.88647 -16.87451 -0.29 -0.48 -0.05 0.09
H 23.20756 -1.14805 -19.26375 0.19 0.19 0.39 0.14
H 25.72844 -0.48839 -19.23981 -0.08 -0.38 0.14 0.08
H 25.27149 -1.58563 -20.50872 -0.19 -0.06 -0.14 0.06
H 26.12618 -2.22096 -19.16594 0.09 -0.12 0.50 0.04
H 23.80533 -3.23877 -20.12030 0.12 0.00 -1.38 0.07
C 28.09664 -2.85444 -14.83656 -0.53 0.98 -0.87 -0.02
C 28.12146 -1.30044 -15.17786 0.52 -2.73 -0.30 -0.47
C 27.03178 -0.96043 -16.17215 0.29 0.67 -0.04 -0.04
O 28.03708 -0.52613 -14.04518 -2.39 0.87 0.26 -0.03
H 28.82295 -3.06488 -14.09807 0.90 -0.05 0.96 0.04
H 28.38093 -3.47497 -15.70604 -0.45 0.33 0.18 0.07
H 27.13795 -3.16282 -14.42016 -0.16 -0.01 -0.27 0.08
H 29.15272 -1.18805 -15.56195 -0.46 0.37 -0.74 0.11
H 25.99697 -1.13836 -15.88605 0.27 0.13 0.83 0.07
H 27.12448 -1.55501 -17.04620 0.40 -0.74 -0.90 0.04
H 27.14735 0.06938 -16.50512 -0.21 0.12 0.07 0.06
H 28.89192 -0.41034 -13.68068 1.42 -0.12 0.83 0.01
C 25.61203 -0.10560 -23.04380 -0.98 1.70 -0.50 -0.05
C 26.82499 -0.97868 -22.92599 0.46 1.18 -1.51 -0.51
C 27.84620 -0.42750 -21.95366 -0.67 1.73 1.13 -0.04
O 26.42720 -2.25417 -22.59080 -0.34 -2.04 1.80 -0.05
H 24.84238 -0.53869 -23.68636 0.19 -0.17 -0.16 0.09
H 25.81231 0.91267 -23.45012 0.14 -0.73 0.10 0.07
H 25.09220 0.10760 -22.10754 0.26 -0.35 0.26 0.07
H 27.23960 -1.12736 -23.93915 0.42 0.88 0.20 0.15
H 28.62961 -1.09669 -21.71990 1.00 -0.76 -0.18 0.04
H 27.40619 -0.19438 -20.95263 -0.14 -0.50 -0.66 0.06
H 28.26345 0.58261 -22.19848 -0.26 -0.95 -0.42 0.10
H 26.23262 -2.75716 -23.37581 -0.12 -0.13 -0.28 0.10
```
Forces are in eV/Å.

Properties
E in Eh: -2051.5154
M in g mol⁻¹: 627.0
SMILES: COCCNCCOC.COCCNCCOC.CC(C)O.CC(C)O.CC(C)O.CC(C)O.CC(C)O.CC(C)O
2S+1: 1
HOMO in hartree: -0.303
Orbital gap in Ha: 0.316
Energy above the lowest of the compared OMol25 structures with the same formula, charge and spin in kJ/mol: 346.6



No. 3
Density functional theory data (wB97M-V/def2-TZVPD) for a single C5H6O molecule.

Structure (XYZ):
```
12
Properties=species:S:1:pos:R:3:forces:R:3:nbo_charge:R:1
C -1.69866 0.37389 -0.19775 -0.08 0.04 -0.03 -0.59
C -0.77439 -0.84177 -0.33386 -0.10 -0.11 -0.06 -0.50
C 0.59439 -0.45822 -0.63324 0.37 0.03 0.10 0.16
C 1.72992 -0.02763 -0.59231 -0.72 -0.07 0.28 -0.20
C 2.45048 0.49927 0.56028 0.04 0.32 0.24 0.38
O 2.09369 1.50942 1.11777 0.51 -0.20 -0.15 -0.52
H -1.33678 1.04563 0.58870 -0.05 -0.16 -0.17 0.22
H -1.74278 0.94227 -1.13094 -0.02 -0.11 0.12 0.22
H -2.70720 0.04006 0.06337 0.11 0.09 -0.05 0.21
H -1.14456 -1.57588 -1.05272 -0.07 0.06 0.02 0.24
H -0.70019 -1.35217 0.63824 -0.11 -0.05 -0.22 0.24
H 3.23608 -0.15488 0.97246 0.12 0.15 -0.07 0.13
```
Forces are in eV/Å.

Properties
E in Eh: -269.2554
M in g mol⁻¹: 82.1
SMILES: CCC#CC=O
2S+1: 1
HOMO in hartree: -0.370
Orbital gap in Ha: 0.390
Energy above the lowest of the compared OMol25 structures with the same formula, charge and spin in kJ/mol: 238.5